Record 1
{"formula": "C26H31N9O3SW", "method": "ωB97M-V/def2-TZVPD", "elements": ["W", "N", "C", "S", "N", "N", "C", "C", "C", "C", "C", "C", "C", "O", "H", "H", "H", "H", "H", "H", "H", "C", "N", "C", "C", "N", "N", "C", "N", "N", "H", "H", "H", "H", "H", "H", "H", "H", "H", "H", "H", "C", "O", "C", "C", "C", "C", "C", "C", "N", "C", "C", "C", "C", "C", "C", "C", "O", "H", "H", "H", "H", "H", "H", "H", "H", "H", "H", "H", "H", "H"], "coordinates": [[-0.1053, -0.2722, -0.2697], [2.2459, 0.5938, 3.4717], [1.7735, 0.4124, 2.2396], [0.0732, -0.0387, 2.1097], [2.5316, 0.5673, 1.2083], [1.9131, 0.3508, -0.0221], [2.7680, 0.5993, -0.9999], [2.5470, 0.6042, -2.4003], [3.5876, 0.9368, -3.2841], [3.3418, 0.9665, -4.6450], [2.0708, 0.6704, -5.1341], [1.0152, 0.3334, -4.2806], [1.2931, 0.3109, -2.9386], [0.3226, -0.0273, -2.0223], [1.6558, 0.5451, 4.2853], [3.2075, 0.8790, 3.5970], [3.7646, 0.8530, -0.6488], [4.5710, 1.1714, -2.8955], [4.1364, 1.2243, -5.3316], [1.8877, 0.7027, -6.2007], [0.0286, 0.1059, -4.6594], [-4.7723, -1.2050, -0.3901], [-4.3853, 0.2102, -0.2286], [-5.4818, 1.1984, -0.0925], [-3.1306, 0.5805, -0.1823], [-2.1129, -0.3251, -0.2319], [-2.8588, 1.9155, -0.0934], [-1.6277, 2.5423, -0.1402], [-1.6631, 3.8653, -0.0798], [-0.5263, 1.8454, -0.2450], [-5.7831, -1.2302, -0.7842], [-4.7449, -1.7178, 0.5699], [-4.1349, -1.7021, -1.1208], [-6.4244, 0.6634, -0.1058], [-5.4792, 1.8941, -0.9337], [-5.4072, 1.7192, 0.8637], [-2.4668, -1.2814, -0.1819], [-3.6636, 2.5211, -0.0251], [-2.5209, 4.3936, -0.0148], [-0.8125, 4.4094, -0.0931], [0.2949, 2.4388, -0.2709], [-0.5115, -6.9404, -0.7545], [-0.2249, -5.7914, 0.0817], [-1.2551, -5.0770, 0.5480], [-2.5695, -5.1680, 0.0823], [-3.5742, -4.4288, 0.6831], [-3.3062, -3.5730, 1.7524], [-2.0087, -3.4621, 2.2160], [-0.9971, -4.1871, 1.5996], [0.3118, -4.1659, 2.1930], [1.4644, -4.1268, 1.6193], [1.7508, -3.9383, 0.2075], [2.7369, -4.7804, -0.3110], [2.9878, -4.8404, -1.6753], [2.2691, -4.0306, -2.5411], [1.3372, -3.1237, -2.0431], [1.1063, -3.0721, -0.6848], [0.2796, -2.0571, -0.2040], [0.4354, -7.4556, -0.8710], [-0.8820, -6.6159, -1.7257], [-1.2294, -7.5913, -0.2587], [-2.8129, -5.8565, -0.7141], [-4.5931, -4.5631, 0.3415], [-4.1119, -3.0673, 2.2683], [-1.7814, -2.8593, 3.0871], [0.3249, -4.3376, 3.1963], [2.3085, -4.3325, 2.2721], [3.2797, -5.4340, 0.3614], [3.7354, -5.5229, -2.0558], [2.4449, -4.0833, -3.6074], [0.7939, -2.4706, -2.7133]], "forces_ev_per_a": [[-0.1452, 0.5821, 0.5884], [-0.0418, -0.0563, -0.0895], [0.2895, 0.0847, 0.2390], [-0.2231, -0.1338, -0.3606], [-0.1976, -0.0217, -0.1126], [0.2035, 0.1035, 0.0943], [0.0731, 0.0236, -0.0096], [0.1030, 0.0212, 0.0591], [-0.0106, 0.0058, -0.0661], [0.0146, 0.0038, 0.0484], [-0.0725, -0.0149, -0.0229], [0.1724, 0.0564, -0.0482], [-0.3551, -0.0137, 0.1757], [0.3327, -0.1902, -0.3274], [-0.0015, 0.0134, 0.0139], [0.0097, 0.0043, -0.0030], [0.0050, -0.0005, -0.0210], [0.0015, -0.0020, 0.0035], [-0.0047, 0.0006, -0.0082], [0.0173, 0.0028, -0.0023], [-0.0063, -0.0009, -0.0048], [-0.0252, 0.0825, -0.0544], [-0.0450, 0.0404, 0.0039], [0.0660, -0.0318, -0.0052], [-0.0956, -0.1573, -0.0313], [0.0853, -0.0415, 0.1797], [0.0988, -0.0117, 0.0418], [-0.0813, 0.1360, 0.0287], [0.0321, -0.0694, 0.0225], [-0.1138, -0.1460, -0.1686], [-0.0130, -0.0051, 0.0148], [-0.0002, 0.0251, -0.0551], [0.0099, -0.0069, 0.0167], [-0.0128, 0.0095, 0.0148], [-0.0080, 0.0012, -0.0004], [-0.0141, 0.0179, -0.0124], [-0.0441, -0.0023, 0.0392], [-0.0327, 0.0212, -0.0204], [-0.0055, 0.0092, 0.0041], [-0.0021, 0.0176, -0.0026], [0.0381, 0.0318, -0.0102], [0.0125, 0.0729, 0.0653], [-0.1557, -0.1383, 0.0032], [-0.0441, -0.0092, -0.1221], [0.0139, -0.0050, 0.0057], [0.0103, 0.0148, 0.0450], [-0.0014, -0.0867, -0.0291], [-0.0123, 0.0086, 0.0019], [0.2097, 0.0568, 0.0771], [-0.1463, -0.0169, -0.0079], [0.1065, -0.0436, -0.0625], [0.0550, 0.0198, 0.0366], [0.0443, -0.0173, -0.0100], [-0.0343, 0.0159, 0.0441], [-0.0209, 0.0200, -0.0112], [0.0602, -0.0786, -0.0722], [-0.2899, 0.0950, 0.0627], [0.1318, -0.3212, -0.2020], [0.0038, -0.0144, -0.0053], [-0.0111, -0.0147, -0.0124], [0.0017, -0.0223, -0.0225], [-0.0074, -0.0038, 0.0019], [-0.0024, -0.0022, -0.0076], [0.0225, -0.0159, 0.0351], [0.0094, 0.0288, 0.0102], [-0.0166, 0.0351, 0.0178], [0.0189, 0.0304, -0.0096], [0.0153, 0.0097, 0.0013], [0.0042, -0.0009, -0.0003], [0.0008, -0.0040, -0.0001], [0.0208, -0.0014, 0.0149]], "homo_lumo_gap_ha": 0.1985, "homo_energy_ev": -18.784, "total_charge": 4}

Record 2
{"formula": "C26H32BN8O5S3V", "method": "ωB97M-V/def2-TZVPD", "elements": ["V", "C", "C", "C", "C", "C", "C", "C", "C", "C", "C", "H", "H", "H", "H", "H", "H", "H", "H", "H", "H", "H", "H", "H", "H", "H", "B", "N", "C", "C", "C", "N", "N", "C", "C", "C", "N", "H", "H", "H", "H", "H", "H", "H", "H", "N", "C", "C", "C", "C", "C", "C", "S", "O", "O", "N", "C", "N", "C", "C", "C", "N", "H", "H", "H", "H", "H", "H", "H", "H", "H", "O", "S", "O", "O", "S"], "coordinates": [[0.7977, 1.2715, 0.8121], [3.0500, -0.7031, 0.2450], [2.5860, 0.0170, 1.4421], [1.7371, -0.9243, 2.1704], [1.6444, -2.0711, 1.4322], [2.4630, -1.9300, 0.2333], [2.6112, -2.9893, -0.8094], [0.9213, -3.3198, 1.8123], [1.3341, -0.7669, 3.6082], [3.5886, 0.8515, 2.2085], [4.1295, -0.2185, -0.6749], [2.9158, -3.9403, -0.3633], [3.3530, -2.7015, -1.5538], [1.6569, -3.1518, -1.3121], [1.6257, -4.0678, 2.1926], [0.4168, -3.7366, 0.9437], [0.1757, -3.1304, 2.5866], [2.1091, -1.1874, 4.2573], [0.4025, -1.2940, 3.8254], [1.2019, 0.2818, 3.8794], [4.3858, 0.1906, 2.5666], [3.1399, 1.3474, 3.0668], [4.0426, 1.6155, 1.5796], [3.8881, -0.4186, -1.7200], [5.0699, -0.7290, -0.4423], [4.3017, 0.8528, -0.5687], [1.4634, 1.1296, -2.3935], [2.3464, 2.1419, -1.6132], [3.2559, 3.0118, -2.0576], [3.6683, 3.8006, -0.9960], [2.9290, 3.3416, 0.0926], [2.1443, 2.3304, -0.2972], [0.0179, 1.5393, -2.0087], [-1.0172, 1.8085, -2.8001], [-2.0951, 2.1876, -2.0089], [-1.6144, 2.1167, -0.7083], [-0.3384, 1.7152, -0.7296], [1.6668, 0.0166, -2.0042], [1.6274, 1.2858, -3.5718], [3.5551, 3.0171, -3.0919], [4.3935, 4.5950, -1.0069], [2.9174, 3.7034, 1.1066], [-0.9306, 1.7051, -3.8682], [-3.0791, 2.4801, -2.3311], [-2.1026, 2.3667, 0.2183], [-6.8203, -1.6561, -3.0173], [-5.4977, -1.6701, -2.5776], [-5.0824, -2.5919, -1.6126], [-3.7585, -2.6546, -1.2248], [-2.8329, -1.7902, -1.7898], [-3.2251, -0.8890, -2.7632], [-4.5545, -0.8153, -3.1459], [-1.0883, -1.9470, -1.4222], [-0.9004, -3.3248, -1.0222], [-0.4177, -1.5424, -2.6314], [-0.5760, -0.9079, -0.2652], [-1.2722, -0.6773, 0.8383], [-0.7663, 0.3325, 1.6290], [-1.4530, 0.6861, 2.7188], [-2.6271, 0.0564, 3.0781], [-3.0522, -0.9706, 2.2454], [-2.4054, -1.3379, 1.1589], [-7.4958, -2.0318, -2.3737], [-7.1217, -0.8018, -3.4537], [-5.8127, -3.2643, -1.1752], [-3.4204, -3.3694, -0.4898], [-2.4736, -0.2647, -3.2214], [-4.8682, -0.1037, -3.9019], [-1.0477, 1.4984, 3.3095], [-3.1736, 0.3511, 3.9604], [-3.9610, -1.5303, 2.4564], [-0.1310, 3.2594, 3.9210], [0.6995, 3.6074, 2.7864], [1.9920, 4.1570, 3.1280], [1.0385, 2.1787, 2.1147], [-0.2507, 4.5736, 1.3950]], "forces_ev_per_a": [[1.0017, -3.6961, -3.4076], [-0.1006, -0.2970, -0.1116], [0.3458, -0.1125, 0.1100], [0.1747, -0.4039, 0.2623], [-0.0940, 0.2674, 0.3563], [0.2023, 0.2704, -0.2545], [-0.0259, 0.1096, 0.1253], [0.0672, 0.1111, -0.0510], [-0.0609, 0.0522, -0.1913], [-0.1621, 0.0205, -0.0751], [-0.0646, 0.0044, 0.0261], [-0.0005, -0.0195, -0.0213], [-0.0182, -0.0277, -0.0175], [-0.0191, -0.0627, -0.0728], [-0.0470, -0.0344, 0.0054], [-0.0956, -0.0916, -0.0704], [0.0305, -0.0208, -0.0058], [-0.0305, 0.0562, 0.0677], [0.0046, 0.0257, 0.0199], [-0.0220, -0.0182, 0.0530], [0.0226, -0.0117, -0.0099], [0.0439, 0.0003, 0.0166], [0.0528, -0.0283, 0.0406], [0.0132, 0.0325, 0.0129], [0.0288, 0.0351, -0.0257], [0.0134, -0.0405, -0.0114], [0.0841, -0.1569, 0.1249], [0.0292, 0.2210, -0.1844], [-0.0093, 0.0173, 0.1187], [0.0219, -0.0277, 0.0838], [0.1237, -0.0107, -0.2602], [0.8851, 0.5030, -0.4948], [-0.2287, 0.1086, -0.3348], [-0.0542, 0.0982, 0.1699], [-0.0096, 0.0514, 0.0433], [-0.0313, 0.0817, -0.2482], [-1.0305, 0.6658, -0.9625], [0.0428, -0.0184, 0.0275], [-0.0008, 0.0171, -0.1006], [-0.0794, -0.0492, -0.0214], [-0.0262, 0.0213, 0.0008], [-0.0110, -0.0262, 0.0616], [0.0867, 0.0202, -0.0024], [-0.0031, -0.0193, 0.0116], [0.0365, -0.0443, 0.0444], [-0.0235, -0.0722, -0.0617], [0.1283, 0.0260, 0.0238], [-0.0906, -0.0174, -0.0153], [0.0326, 0.0769, 0.0556], [0.3298, 0.0612, 0.1606], [-0.0466, 0.0254, 0.0233], [-0.0291, -0.0251, 0.0008], [0.3358, -0.1891, -0.0874], [-0.1116, 0.0889, 0.3340], [-0.0178, 0.1466, 0.0383], [-0.4238, -0.2871, -0.0461], [-0.1374, -0.2077, -0.2424], [-1.3537, -0.7124, -0.0094], [-0.1388, -0.0629, 0.1874], [0.1343, 0.0832, 0.0470], [0.0736, -0.0916, -0.2139], [-0.0966, -0.1725, 0.1165], [-0.0206, 0.0393, 0.0348], [-0.0293, 0.0449, 0.0350], [0.0311, -0.0262, -0.0113], [-0.0215, -0.0154, 0.0443], [-0.0619, 0.0018, -0.0294], [0.0318, -0.0164, -0.0263], [0.0152, 0.0258, -0.0120], [0.0195, 0.0155, 0.0053], [0.0033, 0.0510, 0.0493], [0.1573, -0.2767, -0.1259], [-0.4792, 2.1127, 1.0886], [0.0136, -0.3371, -0.2041], [0.6950, 2.1412, 4.0184], [-0.0055, -0.0036, -0.0252]], "homo_lumo_gap_ha": [0.2254, 0.2691], "spin_multiplicity": 2, "homo_energy_ev": [-4.854, -4.940], "total_charge": -1}

Record 3
{"formula": "C26H32BiClO4", "method": "ωB97M-V/def2-TZVPD", "elements": ["O", "C", "C", "H", "H", "C", "H", "H", "C", "H", "H", "H", "C", "H", "H", "H", "Bi", "C", "C", "C", "H", "C", "C", "H", "H", "H", "H", "C", "C", "C", "H", "C", "C", "H", "H", "H", "H", "O", "C", "C", "H", "H", "C", "H", "H", "C", "H", "H", "H", "H", "Cl", "C", "C", "C", "C", "C", "C", "C", "O", "O", "H", "H", "H", "H"], "coordinates": [[-0.1504, -0.3257, -4.4613], [0.1516, 0.9393, -5.1083], [0.2017, 0.3417, -6.5033], [1.1255, 1.2701, -4.7567], [-0.5905, 1.7319, -4.9904], [0.0390, -1.0085, -5.7424], [1.1784, 0.5601, -6.9591], [-0.6306, 0.6814, -7.1346], [1.3514, -1.7747, -5.6601], [2.1850, -1.0626, -5.5650], [1.5350, -2.3882, -6.5522], [1.3420, -2.4143, -4.7669], [-1.2260, -1.8532, -5.9531], [-2.1435, -1.2305, -5.9133], [-1.2739, -2.5592, -5.1038], [-1.2323, -2.4432, -6.8868], [-0.1118, -0.3350, 1.5322], [-2.2483, -0.7033, 2.5787], [-2.3401, 0.7574, 2.5042], [-3.0620, 1.0794, 1.3285], [-1.9969, 1.4441, 3.2736], [-3.3775, -0.1260, 0.6450], [-2.8862, -1.2200, 1.3814], [-3.0125, -2.2818, 1.1518], [-1.9835, -1.2775, 3.4648], [-3.3883, 2.0787, 1.0431], [-3.9815, -0.1963, -0.2657], [0.6466, -2.4012, 2.5023], [-0.0222, -3.2227, 1.5067], [0.8179, -3.2918, 0.3713], [-0.9564, -3.7576, 1.6776], [1.9920, -2.5288, 0.6102], [1.9061, -1.9466, 1.9067], [2.6733, -1.4077, 2.4594], [0.4027, -2.3143, 3.5583], [0.6472, -3.9090, -0.5106], [2.8579, -2.4888, -0.0481], [1.0910, 0.9118, -2.7032], [0.1164, -0.0155, -2.0668], [-1.2942, 0.5258, -2.3581], [0.2559, 0.0244, -0.9459], [0.3232, -1.0867, -2.2922], [-1.0342, 2.0443, -2.2571], [-2.0514, 0.0981, -1.6903], [-1.5570, 0.2945, -3.3944], [0.5091, 2.2170, -2.4551], [-1.3226, 2.3763, -1.2524], [-1.5796, 2.6412, -3.0055], [0.9552, 2.5975, -1.5044], [0.7550, 2.8866, -3.3083], [2.7891, 3.7848, 8.9701], [2.1921, 2.7669, 7.7082], [1.3294, 1.7079, 8.0259], [0.7721, 0.9442, 6.9950], [1.1031, 1.2076, 5.6573], [2.0067, 2.2338, 5.3561], [2.5690, 3.0038, 6.3753], [0.4633, 0.3680, 4.5538], [-0.0700, -0.7125, 4.8681], [0.5341, 0.8807, 3.3369], [1.1072, 1.5170, 9.0702], [0.0644, 0.1538, 7.2300], [2.2477, 2.4271, 4.3152], [3.2860, 3.7861, 6.1571]], "forces_ev_per_a": [[0.3424, 0.1565, -2.6110], [0.3961, 0.1298, -0.1081], [-0.1637, 0.1408, 0.1989], [-0.1449, 0.2203, -0.1746], [-0.1262, -0.1843, 0.4037], [-0.2484, -0.1784, -0.1425], [-0.4774, -0.5103, -0.2530], [0.2856, -0.4319, 0.0252], [-0.0133, -0.1905, -0.0736], [-0.2544, -0.2270, 0.0645], [-0.1022, 0.0914, 0.1729], [0.0200, 0.0558, -0.2644], [0.1533, -0.1751, -0.0541], [0.6236, -0.2217, -0.0799], [-0.0481, 0.2073, -0.3503], [0.1196, 0.3142, 0.3167], [-0.7426, -0.2972, 1.2992], [0.0675, 0.4149, -0.6245], [-0.9083, -0.3422, -0.4638], [0.4413, -0.3557, 0.6727], [-0.1287, -0.1882, -0.2344], [-0.0887, -0.4321, 0.3344], [-0.1022, 0.5981, 0.1049], [0.0803, 0.5253, 0.0258], [-0.0592, 0.2501, -0.2085], [0.3187, -0.2861, -0.0345], [0.4319, 0.0310, 0.3462], [0.0185, -0.0954, -0.8178], [1.0032, 0.3582, 0.0414], [-0.0824, 0.0684, 0.6966], [0.2803, 0.2792, -0.1773], [-0.0776, 0.1450, 0.8707], [-0.1496, -1.0423, -0.5434], [-0.1631, -0.0943, -0.2639], [-0.0137, -0.0222, -0.3305], [-0.0809, 0.3535, 0.2082], [-0.3503, 0.2552, 0.0977], [-1.9018, -0.4830, 1.7523], [0.7126, -0.0140, 1.0805], [0.6626, 0.1981, -0.6272], [0.1754, 0.3652, -1.1539], [-0.0735, 1.0443, -0.3781], [0.0562, 0.1073, 0.2755], [0.2539, 0.4060, 0.0822], [-0.2276, -0.1082, 0.7508], [0.2071, -0.2267, 0.5954], [0.0750, 0.2402, -0.2307], [0.0282, -0.3140, 0.3659], [-0.1875, 0.0534, -0.7538], [-0.0210, -0.4319, 0.6511], [0.1290, 0.0220, 0.0597], [-0.2387, -0.7186, -0.8965], [0.1552, 0.3637, -0.4809], [0.3147, 0.2865, 0.0346], [-0.1600, 0.0925, -0.1557], [-0.1497, -0.1068, 0.3484], [-0.3376, -0.2068, 0.4206], [-0.2655, -0.7073, 0.5259], [0.5988, 1.6421, -0.7088], [0.1619, -0.8632, 0.5002], [-0.1271, -0.0161, -0.1618], [0.1928, 0.0686, -0.1247], [0.0302, -0.0090, 0.1761], [-0.1202, -0.0044, -0.0161]], "homo_lumo_gap_ha": 0.2909, "homo_energy_ev": -8.165, "total_charge": 0}

What are the ΔE to the lowest compared entry with this formula, charge and spin values for these records? In order: 3.7; 12.2; 1.9 kcal/mol.